Version one
This record from the Open Molecules 2025 dataset describes a 2-piece molecular cluster, C4H12 overall. The level of theory is the ωB97M-V functional and the def2-TZVPD basis.

Results
HOMO-LUMO gap (eV): 12.6
Net charge: 0
SMILES string: CC.CC

Last column: Löwdin charge in e.
Element x y z (Å)
C 1.551 1.784 0.562  -0.1660
C 1.274 1.656 -0.936  -0.1777
H 1.540 2.847 0.797  0.0589
H 0.653 1.407 1.066  0.0553
H 2.451 1.285 0.897  0.0613
H 1.051 0.630 -1.247  0.0497
H 2.228 1.802 -1.459  0.0612
H 0.488 2.295 -1.318  0.0604
C -0.816 -2.130 0.308  -0.1840
C -2.038 -1.249 0.100  -0.1666
H -0.056 -2.027 -0.473  0.0559
H -0.165 -1.822 1.137  0.0569
H -1.055 -3.169 0.522  0.0575
H -1.998 -0.826 -0.902  0.0588
H -2.231 -0.530 0.887  0.0594
H -2.876 -1.952 0.060  0.0590

Version two
This record from the Open Molecules 2025 dataset describes a 2-piece molecular cluster, C4H12 overall. The level of theory is the ωB97M-V functional and the def2-TZVPD basis.

Results
HOMO-LUMO gap (eV): 12.9
Net charge: 0
SMILES string: CC.CC

Last column: Löwdin charge in e.
Element x y z (Å)
C -1.600 -1.417 -0.422  -0.1734
C -0.652 -1.824 -1.538  -0.1672
H -2.671 -1.355 -0.589  0.0612
H -1.440 -2.018 0.480  0.0648
H -1.287 -0.421 -0.103  0.0376
H 0.355 -1.441 -1.388  0.0489
H -0.987 -1.318 -2.454  0.0653
H -0.609 -2.881 -1.784  0.0579
C 1.239 0.824 0.898  -0.1677
C 0.958 2.334 1.020  -0.1638
H 2.110 0.560 1.499  0.0626
H 0.354 0.327 1.291  0.0471
H 1.487 0.473 -0.098  0.0522
H 1.017 2.644 2.063  0.0595
H 1.741 2.857 0.468  0.0584
H -0.015 2.656 0.658  0.0567

Short version: version one is the least stable of them.

Version one
This record from the Open Molecules 2025 dataset describes a 2-piece molecular cluster, C4H12 overall. The level of theory is the ωB97M-V functional and the def2-TZVPD basis.

Results
HOMO-LUMO gap (eV): 12.6
Net charge: 0
SMILES string: CC.CC

Last column: Löwdin charge in e.
Element x y z (Å)
C -1.300 -2.248 0.193  -0.1507
C 0.237 -2.219 0.487  -0.1817
H -1.685 -1.372 0.716  0.0546
H -1.388 -2.279 -0.935  0.0693
H -1.570 -3.300 0.610  0.0901
H 0.871 -2.927 0.007  0.0517
H 0.351 -2.598 1.443  0.0224
H 0.644 -1.198 0.554  0.0443
C -0.044 2.432 -0.875  -0.1358
C 1.020 2.071 0.168  -0.1464
H 0.300 3.234 -1.563  0.0856
H -0.165 1.627 -1.432  0.0108
H -0.881 2.799 -0.457  0.0226
H 1.202 2.735 1.070  0.0877
H 0.882 0.991 0.423  0.0488
H 1.962 2.074 -0.274  0.0267

Version two
This record from the Open Molecules 2025 dataset describes a 2-piece molecular cluster, C4H12 overall. The level of theory is the ωB97M-V functional and the def2-TZVPD basis.

Results
HOMO-LUMO gap (eV): 12.4
Net charge: 0
SMILES string: CC.CC

Last column: Löwdin charge in e.
Element x y z (Å)
C 1.547 0.043 -2.155  -0.1700
C 1.674 0.058 -0.657  -0.1774
H 2.477 0.240 -2.702  0.0617
H 1.313 -0.965 -2.512  0.0646
H 0.846 0.782 -2.520  0.0633
H 2.321 -0.597 -0.082  0.0696
H 1.924 1.056 -0.270  0.0704
H 0.683 0.050 -0.197  0.0201
C -1.044 0.082 1.920  -0.1627
C -2.107 -0.228 0.872  -0.1736
H -0.074 -0.219 1.546  0.0325
H -0.995 1.141 2.187  0.0666
H -1.344 -0.406 2.841  0.0615
H -3.021 0.338 1.006  0.0571
H -2.388 -1.283 0.897  0.0619
H -1.812 -0.092 -0.173  0.0543

Short version: version one is the least stable of them.

Version one
This record from the Open Molecules 2025 dataset describes a 2-piece molecular cluster, C4H12 overall. The level of theory is the ωB97M-V functional and the def2-TZVPD basis.

Results
HOMO-LUMO gap (eV): 12.6
Net charge: 0
SMILES string: CC.CC

Last column: Löwdin charge in e.
Element x y z (Å)
C -0.023 -1.362 -1.754  -0.1822
C -1.113 -0.344 -1.487  -0.1723
H 0.053 -1.811 -2.751  0.0607
H 0.979 -1.142 -1.378  0.0536
H -0.193 -2.313 -1.211  0.0641
H -1.890 -0.473 -2.245  0.0684
H -0.757 0.677 -1.622  0.0538
H -1.423 -0.423 -0.458  0.0547
C 0.612 1.254 0.989  -0.1760
C 0.515 0.456 2.266  -0.1661
H -0.289 1.288 0.398  0.0277
H 0.986 2.277 1.101  0.0685
H 1.366 0.865 0.298  0.0611
H 1.186 0.854 3.030  0.0607
H 0.659 -0.621 2.199  0.0620
H -0.446 0.597 2.766  0.0611

Version two
This record from the Open Molecules 2025 dataset describes a 2-piece molecular cluster, C4H12 overall. The level of theory is the ωB97M-V functional and the def2-TZVPD basis.

Results
HOMO-LUMO gap (eV): 12.7
Net charge: 0
SMILES string: CC.CC

Last column: Löwdin charge in e.
Element x y z (Å)
C 1.902 0.235 -0.620  -0.1473
C 1.720 0.794 -2.058  -0.1681
H 2.197 1.182 -0.118  0.0677
H 0.941 -0.022 -0.203  0.0305
H 2.652 -0.521 -0.463  0.0562
H 0.678 0.962 -2.331  0.0570
H 2.157 0.166 -2.844  0.0575
H 2.235 1.748 -2.133  0.0514
C -1.464 -1.044 1.811  -0.1740
C -2.244 -0.030 0.908  -0.1522
H -0.458 -0.660 2.021  0.0489
H -1.934 -1.152 2.796  0.0532
H -1.354 -2.063 1.419  0.0584
H -2.344 -0.537 -0.080  0.0642
H -3.202 0.255 1.295  0.0510
H -1.481 0.685 0.599  0.0456

Version three
This record from the Open Molecules 2025 dataset describes a 2-piece molecular cluster, C4H12 overall. The level of theory is the ωB97M-V functional and the def2-TZVPD basis.

Results
HOMO-LUMO gap (eV): 12.1
Net charge: 0
SMILES string: CC.CC

Last column: Löwdin charge in e.
Element x y z (Å)
C -0.406 2.352 -0.299  -0.2101
C -1.839 1.939 -0.276  -0.2156
H 0.027 2.179 0.738  0.0801
H 0.074 1.965 -1.238  0.0739
H -0.156 3.456 -0.435  0.0728
H -2.047 1.391 0.575  0.0110
H -2.255 1.221 -1.056  0.0848
H -2.570 2.847 -0.127  0.1008
C 1.742 -1.676 0.478  -0.1224
C 0.521 -2.623 0.113  -0.1287
H 2.143 -2.165 1.201  -0.0346
H 2.534 -1.707 -0.369  0.0921
H 1.122 -0.663 0.672  0.1094
H 0.869 -3.017 -0.866  0.0804
H -0.371 -2.121 0.067  0.0295
H 0.528 -3.332 0.739  -0.0232

Version four
This record from the Open Molecules 2025 dataset describes a 2-piece molecular cluster, C4H12 overall. The level of theory is the ωB97M-V functional and the def2-TZVPD basis.

Results
HOMO-LUMO gap (eV): 12.9
Net charge: 0
SMILES string: CC.CC

Last column: Löwdin charge in e.
Element x y z (Å)
C 1.787 0.387 0.005  -0.1612
C 1.225 1.609 -0.773  -0.1627
H 1.421 0.336 1.034  0.0561
H 1.509 -0.539 -0.491  0.0482
H 2.866 0.483 0.082  0.0541
H 0.912 1.337 -1.774  0.0541
H 2.007 2.370 -0.846  0.0556
H 0.427 2.109 -0.220  0.0560
C -1.618 -0.806 1.093  -0.1718
C -1.429 -1.231 -0.359  -0.1687
H -2.617 -1.029 1.471  0.0586
H -0.869 -1.231 1.763  0.0588
H -1.510 0.274 1.249  0.0571
H -2.368 -1.558 -0.805  0.0599
H -0.741 -2.071 -0.453  0.0604
H -1.003 -0.442 -0.976  0.0456

Short version: version three is the least stable of them.